7
Properties=species:S:1:pos:R:3 method="wB97M-V/def2-TZVPD" lumo_energy_ev=6.2 gap_ev=5.86 e_homo_ev=0.303 fmax_ev_per_a=1.6 smiles="O=S(=O)([O-])C([O-])=S" total_charge=-2
O 1.743 0.656 -0.588
S 0.777 -0.234 0.048
O 0.764 -1.542 -0.614
O 1.016 -0.284 1.487
C -0.984 0.457 -0.164
O -1.220 1.513 -0.726
S -2.094 -0.567 0.556